ORCA calculation (ωB97M-V/def2-TZVPD) on an isolated ion of composition C11H17N2 and charge -1.

- Spin multiplicity: 1
- HOMO: -1.73 eV
- Max |F|: 0.27 eV/A
- Energy: -14662.1199 eV
- Net charge: -1

Each line ends with the natural charge from an NBO analysis.
Positions of all 30 atoms, in Å:
C -0.364 -3.995 -0.119  -0.6410
C -0.247 -2.634 -0.764  0.0563
C 0.782 -2.362 -1.669  -0.2893
C 0.873 -1.112 -2.260  -0.2176
C -0.061 -0.124 -1.956  -0.2496
C -1.088 -0.365 -1.045  0.0164
C -2.084 0.714 -0.612  -0.2451
N -2.051 1.052 0.772  -0.7938
C -1.042 2.011 1.056  -0.2077
C 0.410 1.492 1.306  -0.4567
C 1.517 2.530 1.048  -0.2224
N 2.487 2.759 2.136  -0.8448
C -1.160 -1.628 -0.461  -0.2420
H 0.590 -4.524 -0.148  0.1984
H -0.665 -3.886 0.926  0.2122
H -1.124 -4.602 -0.617  0.2040
H 1.510 -3.132 -1.902  0.1876
H 1.681 -0.898 -2.954  0.1918
H 0.005 0.865 -2.404  0.1997
H -3.086 0.327 -0.869  0.1607
H -1.900 1.593 -1.276  0.1131
H -1.320 2.561 1.973  0.1483
H -0.961 2.786 0.251  0.0986
H 0.576 0.607 0.688  0.2046
H 0.490 1.168 2.350  0.1748
H 1.063 3.498 0.816  0.1742
H 2.101 2.236 0.172  0.1763
H 1.978 2.939 2.994  0.3405
H 3.026 1.915 2.287  0.3389
H -1.937 -1.790 0.282  0.2139

ORCA calculation (ωB97M-V/def2-TZVPD) on a 2-piece molecular cluster, C11H17N2 overall.

- Spin multiplicity: 1
- HOMO (alpha / beta): -10.42 / -10.42 eV
- Max |F|: 5.23 eV/A
- Energy: -14652.3808 eV
- Net charge: +1

Each line ends with the natural charge from an NBO analysis.
Positions of all 30 atoms, in Å:
C -3.078 0.813 -1.129  -0.2190
C -1.930 1.525 -0.848  -0.1996
C -3.297 -0.472 -0.522  -0.1731
C -1.028 1.057 0.077  -0.2706
C -2.306 -1.038 0.257  -0.2279
C -1.195 -0.241 0.629  -0.0819
C 1.926 -0.948 -0.052  0.0491
C 1.247 -0.348 3.322  -0.2364
C -0.170 -0.806 1.473  -0.1945
C 2.246 1.243 -1.003  -0.4130
C 1.092 -0.611 -2.273  -0.4209
N 0.309 -0.101 2.482  -0.3929
N 1.763 -0.152 -1.013  -0.2854
H -3.880 1.146 -1.801  0.2327
H -1.857 2.580 -1.207  0.2288
H -4.336 -0.930 -0.733  0.2397
H -0.092 1.520 0.177  0.1846
H -2.558 -2.023 0.772  0.2347
H 2.342 -0.632 0.923  0.2290
H 1.571 -2.052 -0.119  0.2450
H 1.685 0.346 4.027  0.2279
H 1.661 -1.423 3.325  0.1925
H -0.068 -1.925 1.651  0.2161
H 3.433 1.185 -1.194  0.2420
H 2.043 1.704 -1.887  0.2319
H 1.813 1.630 -0.145  0.2205
H 0.464 -1.381 -1.887  0.2281
H 0.433 0.176 -2.601  0.2336
H 1.722 -0.809 -3.176  0.2463
H 0.046 0.967 2.472  0.4327